Entry 1:
Computed, not measured: C37H60Br2N5O3S2Si2Sr as an isolated structure, with ωB97M-V/def2-TZVPD.

Summary:
energy relative to the best compared isomer or geometry (same formula, charge and spin)	0.0	kJ/mol
M	990.653	g/mol
2S+1	1
highest occupied orbital energy	-9.49	eV
net charge	+1
energy	-8499.51595	Eh
HOMO-LUMO gap	6.92	eV
lowest unoccupied orbital energy	-2.569	eV

Geometry as XYZ:
```
112
C37H60Br2N5O3S2Si2Sr, DFT ωB97M-V/def2-TZVPD
Sr 1.327 0.588 -0.012
C 3.696 -5.113 -2.356
Si 3.714 -3.464 -3.246
C 3.808 -3.745 -5.098
C 5.222 -2.479 -2.757
C 2.052 -2.620 -2.907
C 1.105 -2.556 -3.914
C -0.126 -1.922 -3.729
C -0.380 -1.389 -2.494
N 0.480 -1.476 -1.459
C 1.689 -2.048 -1.660
S 2.791 -1.987 -0.304
H 4.565 -5.718 -2.624
H 2.799 -5.682 -2.611
H 3.711 -4.960 -1.274
H 4.813 -4.090 -5.353
H 3.629 -2.821 -5.651
H 3.107 -4.501 -5.458
H 6.107 -2.997 -3.136
H 5.309 -2.371 -1.679
H 5.205 -1.480 -3.201
H 1.333 -2.972 -4.889
H -0.843 -1.824 -4.531
H -1.299 -0.849 -2.291
C -1.803 3.655 4.354
C -2.179 2.975 3.068
C -3.064 3.560 2.162
C -3.400 2.900 1.003
C -2.822 1.658 0.784
Br -3.320 0.695 -0.776
N -1.969 1.075 1.597
C -1.665 1.737 2.728
H -2.692 3.953 4.910
H -1.219 4.556 4.161
H -1.210 2.997 4.988
H -3.492 4.533 2.371
H -4.067 3.328 0.271
H -0.979 1.233 3.400
N -1.603 -4.538 0.882
C -2.551 -3.390 1.120
C -1.781 -2.093 0.916
N -0.571 -1.997 1.706
C 0.282 -3.164 1.600
C -0.443 -4.480 1.841
H -1.237 -4.465 -0.072
H -2.090 -5.430 0.954
H -2.921 -3.504 2.139
H -3.378 -3.484 0.419
H -2.425 -1.247 1.139
H -1.504 -2.014 -0.139
H -0.755 -1.729 2.665
H 1.122 -3.075 2.287
H 0.727 -3.175 0.601
H -0.867 -4.557 2.842
H 0.199 -5.338 1.647
C 2.985 0.276 6.617
C 3.953 -0.095 5.482
C 5.391 0.091 6.001
C 3.731 -1.589 5.189
Si 3.670 1.002 3.942
Br 1.663 0.177 3.089
C 3.221 2.827 4.314
C 3.199 3.676 3.032
C 1.821 2.977 4.935
C 4.254 3.435 5.279
C 4.958 0.780 2.544
C 4.400 1.140 1.158
C 5.432 -0.678 2.427
C 6.182 1.669 2.827
H 3.154 -0.405 7.456
H 1.942 0.168 6.309
H 3.138 1.289 6.987
H 5.515 -0.510 6.907
H 5.611 1.126 6.264
H 6.140 -0.245 5.285
H 3.828 -2.143 6.128
H 4.458 -1.997 4.492
H 2.732 -1.780 4.795
H 2.484 3.289 2.302
H 4.173 3.759 2.554
H 2.876 4.689 3.290
H 1.046 2.744 4.204
H 1.687 4.020 5.239
H 1.659 2.354 5.811
H 5.280 3.335 4.919
H 4.199 2.993 6.274
H 4.048 4.504 5.387
H 3.735 0.338 0.828
H 5.217 1.143 0.432
H 3.910 2.112 1.100
H 4.597 -1.367 2.278
H 6.009 -1.002 3.292
H 6.081 -0.763 1.551
H 5.954 2.732 2.759
H 6.949 1.453 2.078
H 6.622 1.478 3.808
O -1.698 3.505 -1.274
C -0.651 3.278 -1.843
N 0.081 2.117 -1.730
S 1.489 2.258 -2.474
O 2.530 2.384 -1.426
O 1.727 1.184 -3.403
C 1.230 3.813 -3.245
C 2.017 4.540 -4.113
C 1.522 5.773 -4.521
C 0.295 6.242 -4.062
C -0.480 5.493 -3.184
C 0.005 4.265 -2.781
H 2.969 4.166 -4.464
H 2.099 6.379 -5.207
H -0.059 7.207 -4.400
H -1.436 5.844 -2.822
```

Results of the Löwdin charge analysis, in e, for atoms 1 through 4: atom 1 (Sr): 1.17, atom 2 (C): -0.18, atom 3 (Si): 0.50, atom 4 (C): -0.19

=====

Entry 2:
Computed, not measured: a 4-piece molecular cluster, C37H60F16N3O7P overall, with ωB97M-V/def2-TZVPD.

Summary:
SMILES	CC(C)=N[C@@]1(CCCO)[C@](F)(C(=O)C(F)(F)C(F)(F)C(F)(F)C(=O)O)NC(=O)[C@@]1(C(F)(F)C(F)(F)C(F)(F)C(F)(F)F)P(=N)(O)O.CCCCCC.CCCCCC.CCCCCC
M	993.843	g/mol
2S+1	1
highest occupied orbital energy	-8.79	eV
energy	-4075.98281	Eh
HOMO-LUMO gap	8.35	eV
lowest unoccupied orbital energy	-0.448	eV

Geometry as XYZ:
```
124
C37H60F16N3O7P, DFT ωB97M-V/def2-TZVPD
C -1.797 1.945 -4.833
C -2.227 1.238 -3.556
C -3.569 0.545 -3.668
N -1.528 1.067 -2.517
C -0.878 1.824 -1.505
C -2.060 2.467 -0.736
C -1.854 3.294 0.555
C -2.926 2.960 1.589
O -4.190 3.505 1.194
C -0.148 0.670 -0.632
F -0.105 -0.502 -1.349
C -0.728 0.214 0.733
O -0.627 0.902 1.691
C -1.263 -1.257 1.008
F -1.266 -1.348 2.349
F -0.407 -2.186 0.556
C -2.717 -1.636 0.571
F -3.506 -0.526 0.635
F -3.168 -2.505 1.493
C -2.956 -2.323 -0.797
F -2.455 -1.569 -1.775
F -2.329 -3.516 -0.799
C -4.463 -2.584 -1.133
O -4.789 -2.609 -2.265
O -5.293 -2.855 -0.101
N 1.177 1.146 -0.404
C 1.282 2.504 -0.672
O 1.959 3.263 -0.051
C 0.350 2.785 -1.927
C 0.247 4.359 -1.932
F 1.511 4.774 -2.235
F -0.045 4.850 -0.723
C -0.577 5.260 -2.957
F -0.245 6.533 -2.598
F -0.133 5.086 -4.194
C -2.139 5.326 -3.009
F -2.714 4.110 -2.994
F -2.435 5.868 -4.212
C -2.849 6.261 -1.969
F -4.132 5.898 -1.915
F -2.789 7.524 -2.359
F -2.330 6.151 -0.752
P 1.482 2.064 -3.271
N 1.318 0.558 -3.552
O 2.902 2.377 -2.608
O 1.356 3.030 -4.539
H -0.727 1.810 -4.974
H -2.304 1.480 -5.683
H -2.008 3.016 -4.840
H -3.928 0.252 -2.682
H -3.494 -0.354 -4.290
H -4.282 1.221 -4.151
H -2.674 3.046 -1.421
H -2.698 1.612 -0.479
H -0.857 3.183 0.983
H -1.961 4.363 0.359
H -2.670 3.429 2.543
H -3.003 1.883 1.755
H -4.711 2.823 0.760
H -5.506 -2.055 0.403
H 1.577 0.971 0.515
H 1.034 0.282 -4.482
H 3.557 1.815 -3.052
H 1.500 2.516 -5.346
C -3.298 0.927 4.958
C -3.971 -0.442 4.913
C -5.244 -0.458 4.067
C -6.363 0.460 4.564
C -6.823 0.190 5.995
C -7.410 -1.204 6.193
H -3.939 1.683 5.413
H -2.374 0.888 5.536
H -3.050 1.255 3.947
H -4.186 -0.782 5.929
H -3.271 -1.167 4.491
H -5.614 -1.486 4.004
H -4.988 -0.167 3.041
H -7.221 0.359 3.891
H -6.042 1.503 4.484
H -7.579 0.934 6.260
H -5.993 0.340 6.691
H -8.265 -1.363 5.533
H -7.752 -1.341 7.219
H -6.676 -1.985 5.988
C 4.115 -6.790 -1.403
C 4.277 -5.535 -2.254
C 4.382 -4.252 -1.432
C 3.156 -3.926 -0.579
C 1.848 -3.784 -1.355
C 1.881 -2.651 -2.376
H 3.198 -6.763 -0.814
H 4.075 -7.684 -2.028
H 4.955 -6.903 -0.714
H 3.446 -5.462 -2.961
H 5.183 -5.632 -2.858
H 4.586 -3.415 -2.106
H 5.251 -4.325 -0.770
H 3.346 -2.985 -0.049
H 3.035 -4.687 0.197
H 1.045 -3.599 -0.640
H 1.595 -4.722 -1.858
H 2.094 -1.691 -1.904
H 0.922 -2.549 -2.884
H 2.640 -2.825 -3.143
C 5.546 0.125 -0.071
C 6.549 -1.016 -0.221
C 6.425 -2.080 0.868
C 6.694 -1.590 2.292
C 8.070 -0.960 2.504
C 9.225 -1.923 2.248
H 5.689 0.670 0.864
H 5.646 0.845 -0.884
H 4.522 -0.257 -0.087
H 7.565 -0.613 -0.243
H 6.390 -1.498 -1.190
H 7.103 -2.906 0.634
H 5.416 -2.500 0.829
H 6.582 -2.437 2.976
H 5.925 -0.868 2.582
H 8.129 -0.601 3.535
H 8.181 -0.077 1.869
H 9.155 -2.796 2.899
H 10.185 -1.440 2.441
H 9.238 -2.273 1.215
```

Results of the Löwdin charge analysis, in e, for atoms 1 through 4: atom 1 (C): -0.01, atom 2 (C): -0.35, atom 3 (C): -0.02, atom 4 (N): 0.12

=====

Entry 3:
Computed, not measured: C37H61BClN6O7P2Rb as an isolated structure, with ωB97M-V/def2-TZVPD.

Summary:
energy relative to the best compared isomer or geometry (same formula, charge and spin)	42.6	kJ/mol
M	895.611	g/mol
2S+1	1
highest occupied orbital energy	-0.88	eV
net charge	-2
energy	-3493.43094	Eh
HOMO-LUMO gap	4.80	eV
lowest unoccupied orbital energy	3.923	eV

Geometry as XYZ:
```
116
C37H61BClN6O7P2Rb, DFT ωB97M-V/def2-TZVPD
Rb 0.273 0.371 -2.656
C -0.257 -3.653 -2.392
C -0.480 -4.219 -0.977
C 0.891 -4.726 -0.511
C -1.467 -5.382 -1.038
P -0.923 -2.732 0.096
C -2.472 -2.156 -0.764
N -2.853 -0.809 -0.389
B -1.947 0.364 -0.462
N -2.918 1.413 -0.036
C -2.721 2.842 -0.018
P -1.051 3.411 0.553
C -1.157 5.187 -0.077
C -0.857 5.064 -1.583
C -2.478 5.943 0.091
C -0.024 6.009 0.545
C -1.283 3.413 2.420
C -2.306 4.388 3.004
C 0.086 3.680 3.062
C -1.693 1.981 2.798
C -4.166 0.900 0.261
C -5.319 1.494 0.748
C -6.433 0.692 1.023
C -6.392 -0.674 0.799
C -5.236 -1.281 0.297
C -4.124 -0.498 0.035
C -1.613 -3.310 1.754
C -2.911 -4.117 1.769
C -0.531 -4.096 2.502
C -1.857 -2.008 2.539
H 0.344 -4.362 -2.968
H 0.306 -2.720 -2.335
H -1.180 -3.472 -2.939
H 1.237 -5.515 -1.189
H 0.869 -5.137 0.498
H 1.623 -3.918 -0.538
H -1.196 -6.055 -1.860
H -2.492 -5.048 -1.212
H -1.454 -5.972 -0.119
H -3.297 -2.845 -0.571
H -2.278 -2.185 -1.838
H -3.482 3.304 0.617
H -2.861 3.250 -1.026
H -1.638 4.541 -2.134
H 0.078 4.528 -1.760
H -0.759 6.067 -2.011
H -3.338 5.355 -0.229
H -2.460 6.847 -0.529
H -2.646 6.258 1.121
H 0.916 5.453 0.560
H -0.258 6.309 1.568
H 0.136 6.921 -0.040
H -1.917 5.408 3.040
H -2.546 4.092 4.032
H -3.243 4.400 2.445
H 0.519 4.634 2.764
H 0.805 2.905 2.796
H -0.019 3.683 4.153
H -2.738 1.776 2.564
H -1.551 1.852 3.877
H -1.098 1.231 2.270
H -5.371 2.564 0.910
H -7.335 1.150 1.414
H -7.263 -1.283 1.013
H -5.223 -2.347 0.109
H -2.821 -5.070 1.248
H -3.740 -3.561 1.335
H -3.188 -4.332 2.809
H -0.445 -5.121 2.134
H -0.791 -4.148 3.565
H 0.448 -3.620 2.418
H -2.660 -1.410 2.109
H -0.962 -1.383 2.561
H -2.130 -2.264 3.569
O -3.196 0.930 -5.180
Cl -1.784 0.742 -4.998
O -1.092 0.787 -6.260
O -1.254 1.793 -4.122
O -1.527 -0.550 -4.358
C 4.322 0.471 -0.340
N 2.881 0.494 -0.127
C 2.514 -0.592 0.783
N 3.204 -0.467 2.081
C 4.645 -0.459 1.820
N 5.060 0.629 0.930
C 4.640 1.891 1.540
N 3.198 1.958 1.787
C 2.513 1.759 0.496
C 2.843 0.829 2.655
H 4.596 1.280 -1.020
H 4.603 -0.477 -0.798
H 2.780 -1.541 0.319
H 1.432 -0.574 0.941
H 4.923 -1.410 1.359
H 5.177 -0.357 2.772
H 4.921 2.713 0.877
H 5.165 2.013 2.494
H 2.785 2.578 -0.176
H 1.433 1.784 0.648
H 1.765 0.845 2.832
H 3.360 0.949 3.613
O 2.833 -1.890 -2.026
C 3.930 -2.440 -2.562
C 4.382 -3.681 -2.104
C 5.513 -4.252 -2.661
C 6.217 -3.597 -3.668
C 5.776 -2.354 -4.098
C 4.644 -1.757 -3.562
C 4.205 -0.374 -4.033
O 4.860 0.183 -4.910
O 3.167 0.094 -3.437
H 2.805 -0.958 -2.508
H 3.826 -4.176 -1.317
H 5.854 -5.216 -2.300
H 7.096 -4.052 -4.109
H 6.300 -1.796 -4.864
```

Results of the Löwdin charge analysis, in e, for atoms 1 through 4: atom 1 (Rb): 0.81, atom 2 (C): -0.10, atom 3 (C): -0.70, atom 4 (C): -0.12

=====

Entry 4:
Computed, not measured: C37H62N5O7P3Sr as an isolated structure, with ωB97M-V/def2-TZVPD.

Summary:
energy relative to the best compared isomer or geometry (same formula, charge and spin)	24.7	kJ/mol
M	869.473	g/mol
2S+1	1
highest occupied orbital energy	-5.99	eV
energy	-3302.64705	Eh
HOMO-LUMO gap	5.96	eV
lowest unoccupied orbital energy	-0.030	eV

Geometry as XYZ:
```
115
C37H62N5O7P3Sr, DFT ωB97M-V/def2-TZVPD
Sr -0.342 0.436 -1.228
C -4.696 2.151 2.014
C -4.041 1.857 0.668
C -4.178 0.370 0.337
P -2.256 2.345 0.437
C -2.341 4.116 -0.139
C -0.942 4.727 -0.064
C -3.372 5.051 0.490
C -1.415 2.401 2.049
C -1.853 3.268 3.058
C -1.195 3.447 4.259
C -1.736 4.356 5.330
C -0.011 2.728 4.432
C 0.454 1.868 3.467
C -0.226 1.642 2.241
N 0.290 0.805 1.285
C 1.107 -0.235 1.711
C 0.776 -1.049 2.811
C 1.532 -2.147 3.162
C 2.667 -2.507 2.438
C 3.479 -3.725 2.792
C 3.020 -1.697 1.369
C 2.279 -0.575 0.995
P 2.667 0.506 -0.425
C 4.051 -0.270 -1.399
C 3.631 -1.619 -1.986
C 5.453 -0.329 -0.788
C 3.495 2.016 0.288
C 2.537 3.207 0.294
C 4.112 1.795 1.664
H -5.721 1.772 2.014
H -4.737 3.216 2.239
H -4.154 1.659 2.823
H -4.558 2.427 -0.114
H -3.585 -0.230 1.027
H -3.836 0.149 -0.676
H -5.220 0.052 0.422
H -2.597 3.999 -1.198
H -0.645 4.880 0.975
H -0.924 5.694 -0.572
H -0.200 4.081 -0.535
H -3.114 5.299 1.520
H -4.379 4.636 0.475
H -3.396 5.991 -0.068
H -2.762 3.831 2.895
H -2.276 5.200 4.899
H -0.931 4.755 5.949
H -2.427 3.829 5.994
H 0.565 2.859 5.342
H 1.385 1.343 3.642
H -0.108 -0.798 3.383
H 1.227 -2.751 4.012
H 3.163 -4.139 3.750
H 4.542 -3.490 2.865
H 3.370 -4.512 2.041
H 3.916 -1.950 0.818
H 4.104 0.439 -2.237
H 3.604 -2.398 -1.224
H 4.348 -1.934 -2.751
H 2.642 -1.555 -2.442
H 5.515 -1.007 0.062
H 5.791 0.652 -0.454
H 6.165 -0.683 -1.539
H 4.292 2.233 -0.433
H 1.702 3.033 0.973
H 2.132 3.388 -0.704
H 3.060 4.110 0.620
H 3.331 1.610 2.403
H 4.667 2.683 1.976
H 4.790 0.941 1.685
C -2.596 -2.132 2.548
C -3.178 -3.079 1.507
C -2.170 -3.680 0.487
C -0.893 -4.185 1.184
C 0.109 -4.809 0.218
C -2.877 -4.872 -0.134
O -3.195 -5.851 0.502
N -3.151 -4.788 -1.478
C -2.651 -3.816 -2.335
O -2.804 -4.010 -3.554
N -1.992 -2.748 -1.859
C -1.767 -2.625 -0.539
O -1.166 -1.629 -0.108
H -3.408 -1.705 3.139
H -2.020 -1.322 2.105
H -1.938 -2.667 3.235
H -3.975 -2.584 0.945
H -3.636 -3.928 2.019
H -1.195 -4.910 1.943
H -0.426 -3.335 1.679
H -0.322 -5.654 -0.324
H 0.982 -5.174 0.759
H 0.462 -4.069 -0.506
H -3.599 -5.586 -1.907
O 1.531 2.329 -3.589
C 0.277 2.711 -3.588
O -0.410 2.644 -2.592
H -0.108 3.105 -4.535
N -0.445 -3.043 -4.281
C 0.031 -2.208 -5.416
P 0.452 -0.516 -4.761
O -0.460 0.522 -5.309
O 0.540 -0.785 -3.270
C 2.136 -0.182 -5.438
N 2.200 1.213 -5.908
H -0.217 -2.537 -3.404
H -0.006 -3.960 -4.264
H -1.485 -3.234 -4.218
H -0.736 -2.154 -6.185
H 0.922 -2.673 -5.835
H 2.353 -0.896 -6.240
H 2.863 -0.337 -4.640
H 3.038 1.381 -6.452
H 1.855 2.132 -4.527
H 1.387 1.398 -6.488
```

Results of the Löwdin charge analysis, in e, for atoms 1 through 4: atom 1 (Sr): 1.29, atom 2 (C): -0.12, atom 3 (C): -0.55, atom 4 (C): -0.14

=====

Q: Which of these has the highest energy?
A: C37H62N5O7P3Sr